Record 1
A 3-piece molecular cluster, C2H10N2O2 overall, computed with ωB97M-V with the def2-TZVPD basis set.

Geometry as XYZ:
```
16
Properties=species:S:1:pos:R:3:forces:R:3
C 0.394197 0.256400 -0.505426 -2.743 -2.179 -1.227
C -0.135213 -0.615722 -1.465454 1.946 3.148 3.286
N 0.275951 -1.910246 -1.438761 0.164 -2.634 -1.953
N -0.352142 1.451726 -0.088096 1.329 -0.561 0.014
H 1.084284 -0.138617 0.223374 0.222 -0.026 -0.185
H -0.879021 -0.220313 -2.135077 -0.309 -0.566 -0.263
H 1.056111 -2.211994 -0.878253 -0.080 0.675 0.442
H 0.315674 -2.478862 -2.294790 -0.349 0.825 0.398
H 0.159452 2.149132 -0.600930 -0.304 1.120 0.068
H -0.098226 1.613169 0.903406 -0.234 -0.085 -0.888
H 1.921074 1.819755 2.159314 0.194 0.261 1.020
H 2.647352 0.384661 2.076237 -0.284 0.782 0.345
O 2.182995 1.095944 1.611210 0.393 -0.847 -0.945
H -2.192679 0.055212 0.802825 -0.565 -0.253 -0.192
H -3.299756 -0.998546 0.563793 -0.182 -1.537 -1.178
O -3.080053 -0.251699 1.066631 0.800 1.877 1.258
```
Positions in Å, forces in eV/Å.

As for the total energy: -342.1311 Ha. The HOMO energy comes out at -0.271 hartree. The orbital gap is 7.95 eV.

Atomic partial charges in e from the natural (NBO) method, atoms 1 to 5: atom 1 (C): -0.164, atom 2 (C): -0.029, atom 3 (N): -0.809, atom 4 (N): -0.854, atom 5 (H): 0.175



Record 2
A 2-piece molecular cluster, C13H30N3O overall, computed with ωB97M-V with the def2-TZVPD basis set.

Geometry as XYZ:
```
47
Properties=species:S:1:pos:R:3:forces:R:3
C 5.059669 -3.942253 1.712172 0.355 -0.010 -1.129
C 4.353797 -2.699352 1.278677 -0.223 0.845 -0.094
C 5.039909 -1.388549 1.560829 -0.116 -0.395 0.858
N 3.196766 -2.788002 0.684990 -0.387 -2.602 1.509
N 2.090252 -2.152398 1.328165 0.754 1.296 -0.942
C 1.035259 -1.770003 0.354483 -0.389 0.323 -0.219
C -0.017987 -0.923996 1.098849 0.096 0.398 -0.677
O 0.078294 -1.011810 2.504868 0.398 -0.213 -0.146
C 0.304094 -2.304439 3.018958 0.121 -0.414 0.610
C 1.439103 -3.077498 2.296333 -0.646 -0.261 -0.138
H 4.390557 -4.794810 1.670449 0.076 -0.066 -0.129
H 5.973582 -4.135420 1.143971 0.031 -0.079 0.087
H 5.370732 -3.753701 2.743318 -0.030 0.037 0.004
H 5.359590 -0.984183 0.600190 -0.183 0.131 -0.016
H 4.416468 -0.672872 2.102635 0.032 0.198 -0.227
H 5.931159 -1.563566 2.159497 -0.009 0.121 0.046
H 2.412311 -1.320858 1.840817 -0.354 0.153 -0.025
H 0.599367 -2.671807 -0.068928 0.266 -0.264 0.259
H 1.480889 -1.240162 -0.483504 0.131 0.195 0.180
H -1.003502 -1.170811 0.695673 -0.105 -0.106 0.300
H 0.171205 0.118800 0.847800 -0.152 0.083 0.211
H 0.582533 -2.187026 4.064985 -0.044 0.269 -0.016
H -0.592793 -2.930035 3.024383 -0.104 0.133 -0.245
H 2.169627 -3.535728 2.955619 0.130 0.317 0.101
H 0.992393 -3.873938 1.706152 0.316 -0.055 -0.190
C -4.238528 2.503328 -3.862573 0.018 -0.021 -0.022
C -3.465424 3.284823 -2.811183 -0.017 -0.059 -0.167
N -3.486963 2.663144 -1.497449 0.056 0.047 0.160
C -2.984398 3.528441 -0.443588 -0.063 0.166 0.121
C -1.509273 3.947165 -0.489626 0.021 -0.003 0.117
C -3.037645 1.287135 -1.448340 -0.097 -0.237 -0.115
C -1.615174 0.974315 -1.938503 0.072 -0.181 0.149
H -5.270121 2.340670 -3.549017 0.017 -0.030 0.043
H -4.254015 3.063817 -4.797508 0.005 0.009 0.006
H -3.783401 1.534859 -4.075351 -0.014 -0.001 -0.008
H -3.926973 4.270962 -2.720899 0.065 0.019 0.128
H -2.440840 3.453842 -3.178259 -0.008 0.028 -0.027
H -3.188536 3.055237 0.521269 -0.002 -0.097 -0.047
H -3.594153 4.436210 -0.448684 -0.016 -0.013 -0.105
H -0.845140 3.137221 -0.185811 0.019 -0.015 -0.071
H -1.342618 4.770528 0.207339 -0.015 0.006 -0.009
H -1.207301 4.291777 -1.478702 -0.012 -0.016 -0.012
H -3.734767 0.681279 -2.031802 0.001 0.068 -0.063
H -3.153569 0.922372 -0.423227 0.019 0.144 0.054
H -1.368784 1.495487 -2.863363 -0.016 0.018 0.005
H -1.522215 -0.098026 -2.136226 -0.036 0.007 -0.033
H -0.863434 1.229831 -1.189876 0.036 0.126 -0.075
```
Positions in Å, forces in eV/Å.

As for the total energy: -752.4675 Ha. The HOMO energy comes out at -0.368 hartree. As for the net charge: +1. The orbital gap is 5.88 eV.

Atomic partial charges in e from the natural (NBO) method, atoms 1 to 5: atom 1 (C): -0.687, atom 2 (C): 0.452, atom 3 (C): -0.723, atom 4 (N): -0.385, atom 5 (N): -0.202



Record 3
One molecule with the formula C6H6O, computed with ωB97M-V with the def2-TZVPD basis set.

Geometry as XYZ:
```
13
Properties=species:S:1:pos:R:3:forces:R:3
O -0.226683 -1.144929 1.970870 -0.010 0.160 0.185
C 0.435869 -1.102584 0.727031 -0.265 -0.193 -0.582
C -0.545181 -0.656456 -0.443536 0.387 -0.632 0.608
C -0.363281 0.746497 -0.808324 -1.849 -0.228 -0.846
C -1.026133 1.530592 -1.444236 0.083 0.450 -0.047
C 1.498580 -0.087047 0.683127 -0.353 0.375 -0.531
C 1.549356 1.010522 0.135915 1.372 -0.208 0.864
H -0.246440 -0.242839 2.318318 -0.059 -0.168 -0.026
H 0.771813 -2.119490 0.520156 0.081 0.064 0.131
H -1.586918 -0.756070 -0.115930 0.283 -0.348 0.058
H -0.424818 -1.225418 -1.377351 0.167 -0.188 0.485
H -1.742231 2.093044 -1.975041 0.083 0.709 -0.243
H 1.906063 1.954183 -0.191005 0.080 0.208 -0.055
```
Positions in Å, forces in eV/Å.

As for the total energy: -307.2508 Ha. The HOMO energy comes out at -0.332 hartree. The orbital gap is 9.23 eV.

Atomic partial charges in e from the natural (NBO) method, atoms 1 to 5: atom 1 (O): -0.696, atom 2 (C): 0.035, atom 3 (C): -0.483, atom 4 (C): -0.039, atom 5 (C): -0.189



Record 4
An isolated ion of composition C3H6BrN2O and charge +1, computed with ωB97M-V with the def2-TZVPD basis set.

Geometry as XYZ:
```
13
Properties=species:S:1:pos:R:3:forces:R:3
C -1.824056 -1.236140 0.019903 -1.202 2.236 1.403
C 1.142332 0.468590 -1.157920 1.827 2.863 -0.767
C 0.488967 0.183894 1.233332 0.360 -1.277 1.315
N -0.708513 -0.704689 -0.508604 -1.430 -2.155 -2.411
N 0.314084 -0.166202 -0.157110 0.952 0.993 0.245
O -2.436468 -2.158800 0.366058 1.196 0.442 -0.717
Br -2.767708 0.827903 -0.019208 0.591 -1.503 -0.044
H 1.927809 -0.112587 -1.599948 0.357 -1.197 0.406
H 1.716070 1.373582 -0.716176 -1.304 -1.547 -0.415
H 0.627787 0.820265 -2.058105 -0.741 -0.143 0.588
H -0.550374 0.496345 1.430753 0.508 0.178 1.069
H 1.242895 0.960988 1.376784 -0.358 -0.132 -0.187
H 0.827176 -0.753154 1.790244 -0.755 1.242 -0.484
```
Positions in Å, forces in eV/Å.

As for the total energy: -2876.2812 Ha. The HOMO energy (spin up / spin down) comes out at -0.553 / -0.553 hartree. As for the net charge: +1. The orbital gap (spin up / spin down) is 7.94 / 7.94 eV.

Atomic partial charges in e from the natural (NBO) method, atoms 1 to 5: atom 1 (C): 0.759, atom 2 (C): -0.479, atom 3 (C): -0.471, atom 4 (N): -0.093, atom 5 (N): 0.096



Record 5
C24H44Cl2N3O6PrSi as an isolated structure, computed with ωB97M-V with the def2-TZVPD basis set.

Geometry as XYZ:
```
81
Properties=species:S:1:pos:R:3:forces:R:3
C 3.385997 1.267048 -1.888294 -0.199 0.323 -0.227
C 3.461858 1.093603 -0.401889 0.185 0.599 0.942
H 4.063903 2.054143 -2.229568 0.094 -0.385 -0.075
H 2.384456 1.593852 -2.197410 0.054 -0.296 0.098
H 3.597833 0.318669 -2.405524 -0.022 0.302 0.113
C 4.150516 1.930052 0.395028 -0.087 -0.634 -0.457
C 4.904310 3.134212 -0.078258 0.221 0.530 0.051
H 4.245843 1.704691 1.459729 -0.177 0.090 -0.271
H 4.469523 3.595448 -0.980830 0.247 -0.255 0.332
H 5.969221 2.907589 -0.267500 -0.354 0.126 -0.001
H 4.878128 3.903501 0.708072 0.110 -0.113 -0.194
Pr -0.974209 -0.258682 -0.164261 2.096 -0.329 0.435
Cl -2.250910 1.418788 -1.676898 -0.613 0.163 -0.038
C -0.017643 -1.810629 2.775488 -0.489 0.409 -0.496
O -0.893613 -1.105345 2.198768 1.165 -0.813 0.842
N -0.056859 -2.125648 4.077528 -0.089 0.564 -0.033
C -0.912381 -1.401456 5.016559 0.000 -0.262 0.144
C 0.930523 -3.009309 4.685014 0.041 0.191 -0.086
H 0.852977 -2.208440 2.212880 -0.582 -0.022 0.188
H -1.712038 -0.870454 4.488914 0.298 -0.205 0.105
H -0.310442 -0.698499 5.617580 -0.117 -0.098 -0.348
H -1.326007 -2.129444 5.726054 -0.147 0.187 -0.211
H 1.431271 -3.579871 3.901235 -0.013 0.038 0.154
H 0.426407 -3.681021 5.385802 -0.011 -0.059 -0.225
H 1.673269 -2.441852 5.255330 -0.051 0.000 -0.158
H -6.330825 -3.287578 0.288912 0.165 0.091 -0.100
H -5.588101 -4.477845 -1.883236 0.131 0.350 0.042
C -5.877670 -2.360340 -0.079793 0.035 0.010 0.029
C -5.188790 -3.504523 -2.205661 0.167 0.131 0.038
N -4.843534 -2.656268 -1.065412 -0.097 -0.067 -0.100
H -5.416668 -1.826432 0.750171 -0.078 -0.022 -0.096
C -3.613834 -2.139888 -0.972012 0.325 0.794 1.165
O -3.219836 -1.406504 -0.022790 -0.547 -1.186 -1.481
H -4.259576 -3.669739 -2.753144 -0.227 -0.124 -0.163
H -2.937819 -2.415356 -1.802624 -0.150 0.057 0.319
H -6.673997 -1.744445 -0.516926 0.226 -0.075 0.011
H -5.920623 -3.020705 -2.870260 0.196 -0.076 0.266
H 1.173936 2.822276 -0.532256 -0.319 0.146 0.157
H 2.258943 3.669700 2.162823 -0.193 0.028 -0.082
C 0.373817 3.443690 -0.097393 0.373 -0.200 -0.048
C 1.234196 4.065070 2.177129 -0.013 -0.273 0.149
N 0.338146 3.250221 1.361269 -0.329 0.295 0.144
H -0.585724 3.156462 -0.544848 0.277 0.095 0.202
C -0.523577 2.415421 1.945447 -0.313 -0.205 -0.650
O -1.305619 1.661266 1.326277 0.810 0.710 0.837
H 0.865211 4.055450 3.210490 0.191 0.095 -0.214
H -0.506430 2.454339 3.058813 -0.061 -0.103 -0.538
H 0.599166 4.501854 -0.297441 -0.197 -0.315 0.092
H 1.258023 5.092192 1.805558 -0.121 -0.115 0.057
O 1.279365 0.277188 -0.217329 -1.996 0.077 0.480
C 2.573202 -0.019757 0.141478 0.270 -0.539 -0.106
C 2.348513 0.558537 2.648901 0.270 -0.064 0.107
C 2.789806 -0.309486 1.642527 -0.113 0.137 -0.456
H 1.731095 1.418938 2.376365 0.289 -0.381 0.075
C 2.767514 0.371634 3.973588 -0.051 -0.163 0.075
H 2.873174 -0.939216 -0.395100 0.073 -0.009 0.242
C 3.525777 -1.442337 2.002959 0.107 0.530 -0.593
H 2.455410 1.079112 4.759027 0.174 -0.371 -0.432
C 3.609062 -0.706218 4.298523 -0.470 0.439 -0.247
C 3.962192 -1.613077 3.301471 0.101 -0.163 0.471
H 3.809144 -2.135636 1.208847 -0.054 0.116 0.296
H 3.962135 -0.831457 5.318298 -0.012 -0.003 -0.132
H 4.603295 -2.456932 3.538094 -0.085 0.033 0.053
Si -1.852081 0.900967 -5.090760 -0.639 0.437 -0.357
Cl -0.073481 1.243529 -4.002706 -0.220 0.127 -0.876
C -3.272497 2.108264 -4.689874 0.277 -0.160 0.498
C -2.141646 -0.936573 -4.859325 -0.194 -0.170 0.165
C -1.766585 1.240612 -6.944480 0.546 -0.065 -0.150
H -3.331181 2.359212 -3.626963 -0.108 -0.045 -0.347
H -4.236507 1.675968 -4.998724 0.265 0.007 0.009
H -3.126023 3.036218 -5.260118 0.033 -0.259 0.077
H -1.726946 2.326408 -7.129811 0.109 -0.391 0.021
H -2.694127 0.867533 -7.419662 0.338 0.075 0.311
H -0.911623 0.753708 -7.434099 -0.218 0.175 -0.007
H -1.984878 -1.215311 -3.804430 -0.034 0.006 -0.386
H -1.443016 -1.514796 -5.491744 -0.211 0.282 0.338
H -3.166445 -1.214823 -5.157755 0.278 0.095 0.106
O 1.273419 -2.838793 0.206014 -1.189 -0.182 -0.786
C 0.443315 -3.145335 -0.674422 0.806 0.229 0.377
O -0.408711 -2.377052 -1.255709 -0.035 -0.013 0.642
H 0.448583 -4.200294 -1.019725 -0.117 0.122 -0.085
```
Positions in Å, forces in eV/Å.

As for the total energy: -3283.7730 Ha. The HOMO energy (spin up / spin down) comes out at -0.296 / -0.297 hartree. The spin multiplicity is 3. The expectation value of S² is 2.0016. The orbital gap (spin up / spin down) is 8.46 / 8.49 eV.

Atomic partial charges in e from the Löwdin method, atoms 1 to 5: atom 1 (C): -0.040, atom 2 (C): -0.230, atom 3 (H): 0.064, atom 4 (H): 0.053, atom 5 (H): 0.096